Arrangement i

The following is a DFT calculation (ωB97M-V/def2-TZVPD) of the molecule C7H11NO3S.

Geometry as ORCA input:
```
! wB97M-V def2-TZVPD RIJCOSX def2/J DEFGRID3
* xyz 0 1
C -1.01 0.53 1.50
C -2.08 0.71 2.20
C 2.13 -1.13 -0.02
C 1.73 0.26 0.33
C 0.82 -1.78 -0.73
C -0.04 1.94 -0.78
C 0.85 0.68 -0.81
N 0.01 -0.52 -1.01
O -1.70 -1.79 0.45
O -2.50 -0.32 -1.22
O -1.16 1.95 -1.24
S -1.44 -0.46 -0.06
H -3.18 0.73 1.86
H -1.86 1.14 3.14
H 2.86 -0.95 -0.87
H 2.49 -1.77 0.74
H 1.05 0.20 1.26
H 2.51 1.01 0.44
H 0.89 -2.41 -1.58
H 0.19 -2.20 0.15
H 0.52 2.74 -0.35
H 1.46 0.84 -1.73
H -2.53 0.61 -1.66
*
```

Output
LUMO energy ... 0.45 eV



Arrangement ii

The following is a DFT calculation (ωB97M-V/def2-TZVPD) of a cluster of 2 separate species, C7H11NO3S in total.

Geometry as ORCA input:
```
! wB97M-V def2-TZVPD RIJCOSX def2/J DEFGRID3
* xyz 0 1
C -1.33 -0.94 1.17
C 0.93 0.80 0.20
C -0.30 -3.14 0.93
C 0.32 -2.71 -0.43
C -1.14 -0.36 -0.12
C 1.96 2.80 -0.50
C -2.26 1.51 -1.28
N -1.12 -2.12 1.60
O 1.83 0.37 0.80
O 0.77 1.88 -0.52
O -2.05 0.62 -0.21
S -0.60 -1.48 -1.40
H -1.76 -0.22 1.83
H -0.97 -3.94 0.93
H 0.42 -3.21 1.65
H 1.37 -2.33 -0.30
H 0.39 -3.54 -0.98
H 1.95 3.55 -1.31
H 2.86 2.24 -0.79
H 2.14 2.96 0.61
H -3.02 2.30 -0.84
H -2.56 1.10 -2.28
H -1.34 2.09 -1.53
*
```

Output
LUMO energy (alpha / beta) ... 0.32 / 0.32 eV



Consider the structures shown above. The most stable of them is arrangement ii.